No. 1
A molecular structure, C17H31F3O at a distorted geometry. Source: OMol25; level of theory: ωB97M-V/def2-TZVPD.

Last column: Löwdin charge in e.
CARTESIAN COORDINATES (ANGSTROEM)
1 C 9.04021 -3.95491 -1.68986  -0.09
2 H 9.65759 -4.43320 -1.10611  -0.01
3 C 7.57521 -3.72478 -1.13314  -0.29
4 C 6.76350 -2.88571 -1.91123  -0.29
5 C 5.55028 -2.49328 -1.22031  -0.11
6 C 4.63335 -3.96923 -1.08899  -0.18
7 C 3.32772 -3.80753 -0.26247  -0.14
8 C 2.30945 -2.74037 -1.31146  -0.16
9 C 1.01096 -2.58843 -0.55073  -0.30
10 C -0.01488 -1.64966 -1.17224  -0.29
11 C -1.34373 -1.57854 -0.54948  -0.27
12 C -2.26061 -0.64171 -1.31817  -0.18
13 C -1.72348 0.97116 -1.44249  -0.12
14 C -3.03474 1.68277 -1.97753  -0.20
15 C -3.32647 2.82747 -0.93841  -0.11
16 C -3.94631 1.92817 0.46149  0.03
17 C -4.34751 3.13900 1.52250  -0.38
18 O -5.37762 3.64510 1.46701  0.25
19 C -3.41404 3.40701 2.34711  -0.59
20 F -3.63493 4.24225 3.28892  0.25
21 F -3.03801 2.30373 3.13614  0.08
22 F -2.10133 3.42077 1.88901  0.12
23 H -3.32425 1.26446 0.76279  -0.01
24 H -4.89750 1.30914 0.12541  0.16
25 H -2.52614 3.40885 -0.84478  0.04
26 H -4.19910 3.46457 -1.27580  0.12
27 H -2.54775 2.41415 -2.67311  0.10
28 H -3.93352 1.12024 -2.38406  0.13
29 H -1.26548 1.11902 -0.56045  0.06
30 H -1.12621 0.70453 -2.22454  0.05
31 H -2.65252 -1.13990 -2.18914  0.09
32 H -3.14741 -0.46376 -0.61191  0.10
33 H -1.07189 -0.94683 0.51702  0.17
34 H -1.63951 -2.33849 -0.06471  0.02
35 H 0.55214 -0.74163 -1.37173  0.11
36 H -0.42055 -2.25129 -2.27771  0.19
37 H 1.18789 -2.05297 0.41321  0.10
38 H 0.39798 -3.78299 -0.13694  0.21
39 H 2.71038 -1.86857 -1.40108  0.01
40 H 2.06573 -3.43589 -2.24592  0.15
41 H 3.37314 -3.28751 0.71219  0.08
42 H 2.75872 -4.94158 -0.19280  0.15
43 H 5.19397 -4.78308 -0.61575  0.08
44 H 4.45732 -4.28607 -2.07524  0.07
45 H 5.68038 -2.34619 -0.36073  -0.02
46 H 4.81957 -1.80158 -1.74335  0.13
47 H 6.59644 -3.37881 -2.76430  0.09
48 H 7.21635 -1.87275 -1.97345  0.15
49 H 7.28430 -4.73847 -1.05566  0.09
50 H 7.92345 -3.45383 -0.15404  0.12
51 H 9.52521 -2.91951 -1.96406  0.10
52 H 8.97810 -4.37272 -2.78836  0.11

Summary:
Net charge: 0
HOMO, eV: -9.75
Gap between HOMO and LUMO, Eh: 0.3454
Energy above the lowest of the compared OMol25 structures with the same formula, charge and spin, eV: 14.794
Multiplicity: 1
Max |F|, eV Å⁻¹: 16.6

***

No. 2
4 unconnected molecules or ions with the total composition C17H31IN3O9 at a distorted geometry. Source: OMol25; level of theory: ωB97M-V/def2-TZVPD.

Last column: Löwdin charge in e.
CARTESIAN COORDINATES (ANGSTROEM)
1 C -3.26430 0.17137 1.66014  -0.16
2 C -2.91065 -0.22471 0.10078  -0.70
3 I -3.90824 1.34636 -1.13284  0.81
4 C -1.32280 -0.13868 -0.28829  -0.23
5 N -0.43073 -1.09830 0.52706  -0.12
6 C 0.95865 -0.94104 -0.03162  -0.10
7 C 1.84252 -2.30340 -0.18063  -0.17
8 N 1.07035 -3.57052 -0.45397  -0.05
9 C 0.00414 -3.72399 0.60760  -0.26
10 C 0.56052 -3.94873 2.13151  -0.21
11 N -0.33097 -3.37343 3.22421  -0.03
12 C -1.03846 -2.47387 0.41950  -0.10
13 H -3.70926 1.25923 1.67268  0.05
14 H -4.11939 -0.55898 2.00580  0.10
15 H -2.31176 0.15491 2.35669  0.07
16 H -3.44734 -1.22519 -0.21687  0.09
17 H -1.16523 -0.26616 -1.44254  0.14
18 H -0.92179 0.94446 -0.01426  0.16
19 H -0.47324 -0.78590 1.52314  0.16
20 H 0.99657 -0.35264 -1.06871  0.14
21 H 1.54901 -0.23547 0.72848  0.16
22 H 2.55580 -2.14108 -1.12436  0.14
23 H 2.59002 -2.37644 0.74331  0.13
24 H 0.65997 -3.60712 -1.41408  0.12
25 H -0.60111 -4.71410 0.32645  0.17
26 H 0.56263 -5.12869 2.31255  0.14
27 H 1.69741 -3.62641 2.28662  0.12
28 H -0.08332 -2.36922 3.39228  0.04
29 H -0.13562 -3.90845 4.12348  0.10
30 H -1.60281 -2.60629 -0.61754  0.16
31 H -1.89147 -2.58860 1.24484  0.16
32 C 2.63093 -0.26295 4.10975  -0.14
33 C 2.59430 0.40364 5.44665  -0.12
34 O 1.37328 1.11816 5.42068  0.08
35 C 0.56879 0.49626 4.50980  -0.51
36 O -0.61553 0.74338 4.35485  0.13
37 O 1.26205 -0.43839 3.79615  0.01
38 H 3.14850 -1.22572 4.13852  0.14
39 H 3.09180 0.36626 3.34113  0.14
40 H 2.56572 -0.31571 6.27189  0.14
41 H 3.43811 1.08280 5.59624  0.15
42 C 2.32804 -0.38988 -5.63641  -0.13
43 C 1.77699 -0.64178 -4.27044  -0.16
44 O 2.85749 -1.25278 -3.59123  0.03
45 C 3.99891 -0.86685 -4.23300  -0.51
46 O 5.12651 -1.07040 -3.81496  0.15
47 O 3.71379 -0.22293 -5.40243  0.08
48 H 1.90237 0.50499 -6.09865  0.14
49 H 2.18328 -1.24147 -6.30941  0.14
50 H 1.51012 0.28406 -3.74996  0.13
51 H 0.90632 -1.30305 -4.28840  0.13
52 C -3.58699 5.38111 -2.06574  -0.16
53 C -2.17109 5.52925 -1.61156  -0.15
54 O -1.54536 6.17702 -2.70287  0.06
55 C -2.52561 6.83318 -3.39006  -0.51
56 O -2.32017 7.63171 -4.28886  0.15
57 O -3.76492 6.47999 -2.93967  0.07
58 H -4.29748 5.42685 -1.23582  0.14
59 H -3.75203 4.45431 -2.62510  0.11
60 H -2.08096 6.16457 -0.72412  0.14
61 H -1.69626 4.56545 -1.40840  0.12

Summary:
Net charge: +1
HOMO, eV: -12.58
Gap between HOMO and LUMO, Eh: 0.3513
Multiplicity: 1
Max |F|, eV Å⁻¹: 3.6

***

No. 3
A molecular structure, C17H31MgN4O at a distorted geometry. Source: OMol25; level of theory: ωB97M-V/def2-TZVPD.

Last column: Löwdin charge in e.
CARTESIAN COORDINATES (ANGSTROEM)
1 Mg -2.84626 -2.35830 1.93835  1.44
2 C -0.58353 -0.88401 0.17128  -0.23
3 O -1.24972 -1.55904 1.18843  -0.47
4 H -0.55622 0.18686 0.37627  0.06
5 H 0.46698 -1.15867 0.05923  0.08
6 H -1.00754 -1.08803 -0.81270  0.06
7 C -0.21431 -1.81932 -3.94414  -0.09
8 C -1.71361 -1.68649 -4.22809  -0.25
9 C -2.63956 -2.57695 -3.39123  -0.20
10 C -2.36455 -3.99571 -3.48585  -0.24
11 N -2.16970 -5.13569 -3.62452  0.15
12 H 0.01239 -1.62676 -2.89548  0.05
13 H 0.41310 -1.12994 -4.50834  0.08
14 H 0.08265 -2.82435 -4.24583  0.07
15 H -1.98632 -1.75515 -5.28131  0.12
16 H -1.97729 -0.65846 -3.97257  0.08
17 H -3.69798 -2.46399 -3.62674  0.12
18 H -2.48975 -2.32571 -2.33966  0.09
19 C 3.68485 -1.87502 3.84034  -0.10
20 C 2.99858 -3.18914 3.39726  -0.25
21 C 1.84833 -2.92139 2.43049  -0.20
22 C 0.99633 -4.09943 2.37230  -0.25
23 N 0.38137 -5.07024 2.33142  0.14
24 H 4.16966 -1.35639 3.01365  0.08
25 H 4.45277 -2.18176 4.55052  0.07
26 H 2.97390 -1.21744 4.34072  0.07
27 H 2.73222 -3.81402 4.25002  0.11
28 H 3.75782 -3.83033 2.94704  0.12
29 H 2.12377 -2.62991 1.41687  0.13
30 H 1.21335 -2.10820 2.78563  0.11
31 C -2.48466 2.68413 -0.49912  -0.11
32 C -2.42045 3.50942 -1.80083  -0.24
33 C -1.90264 2.70848 -2.97615  -0.19
34 C -0.59858 2.03628 -2.71862  -0.21
35 N 0.42340 1.55065 -2.51029  0.16
36 H -2.98800 3.22551 0.30364  0.07
37 H -1.49664 2.50261 -0.07479  0.05
38 H -3.03960 1.74573 -0.53050  0.07
39 H -1.79906 4.39095 -1.64209  0.12
40 H -3.40023 3.91238 -2.05837  0.11
41 H -1.83761 3.36866 -3.84119  0.12
42 H -2.56478 1.89367 -3.27206  0.11
43 C 0.58074 4.05729 2.20868  -0.11
44 C 1.65103 3.29209 2.93860  -0.26
45 C 1.86502 1.89386 2.33911  -0.21
46 C 2.15028 1.89713 0.88355  -0.21
47 N 2.36073 1.90559 -0.27972  0.14
48 H 0.30142 4.89891 2.84433  0.08
49 H -0.29106 3.46497 1.93291  0.06
50 H 0.98080 4.59251 1.34695  0.08
51 H 1.36701 3.10653 3.97475  0.11
52 H 2.63980 3.75022 2.92318  0.12
53 H 0.99210 1.27134 2.53845  0.10
54 H 2.69928 1.49400 2.91626  0.11

Summary:
Net charge: +1
HOMO, eV: -13.26
Gap between HOMO and LUMO, Eh: 0.2024
Energy above the lowest of the compared OMol25 structures with the same formula, charge and spin, eV: 2.735
Multiplicity: 1
Max |F|, eV Å⁻¹: 3.9

***

No. 4
A molecular structure, C17H31N7O2 at a distorted geometry. Source: OMol25; level of theory: ωB97M-V/def2-TZVPD.

Last column: Löwdin charge in e.
CARTESIAN COORDINATES (ANGSTROEM)
1 C 3.73459 1.49580 0.12894  -0.07
2 H 3.42608 2.02915 0.88756  -0.02
3 H 3.21657 1.76406 -0.85235  0.08
4 H 4.73525 1.85219 -0.17984  0.06
5 C 3.79192 -0.17802 0.17183  -0.10
6 N 2.40628 -0.72821 0.38982  -0.16
7 C 1.50796 -0.37108 1.60216  -0.33
8 C 2.01651 -0.65171 2.71865  -0.17
9 H 2.08544 -1.72831 2.80942  0.09
10 H 3.02823 -0.26449 3.09787  0.11
11 H 1.23544 -0.15473 3.58596  0.18
12 H 0.50323 -0.56739 1.12655  0.15
13 H 1.52935 0.66166 1.29760  0.10
14 C 2.57679 -1.99339 0.20632  -0.42
15 H 1.66064 -2.55673 0.48670  0.12
16 C 2.53390 -2.50634 -1.18593  -0.22
17 H 3.45133 -2.11001 -1.76169  0.13
18 H 2.76588 -3.60024 -1.30147  0.13
19 C 1.39955 -2.03978 -2.09548  -0.01
20 N 0.15262 -2.79191 -1.31530  0.10
21 C -0.91470 -2.22329 -0.96091  -0.34
22 N -1.18682 -0.84261 -0.99688  0.17
23 C -2.16243 -0.22666 -0.60912  -0.33
24 N -2.29160 1.03964 -0.66210  0.02
25 C -3.06081 2.00684 -0.25514  -0.28
26 H -3.94762 2.02666 -0.50632  0.03
27 C -2.40712 2.99917 0.31911  -0.30
28 H -2.44042 4.02180 -0.56464  0.19
29 C -1.04169 3.03975 0.89434  -0.10
30 H -0.71926 3.85150 1.55147  0.12
31 H -0.80268 2.24707 1.26818  -0.01
32 C -0.00092 3.14676 -0.50088  -0.19
33 C 0.05480 1.98822 -1.26430  -0.26
34 H 0.66030 2.01056 -2.15686  0.12
35 H 0.37425 1.01244 -0.74777  0.12
36 C -1.32214 1.79923 -1.78753  -0.03
37 H -1.83705 2.49025 -2.38906  0.12
38 H -1.24738 0.89134 -2.36662  0.10
39 H -0.21772 4.10928 -0.94498  0.10
40 H 0.92216 3.42807 0.12341  0.11
41 H -2.94348 3.54553 1.27643  0.17
42 H -3.38565 1.37773 1.16501  0.22
43 C -3.23671 -1.15229 0.06805  -0.02
44 N -4.52417 -0.88508 0.13870  -0.40
45 O -5.01986 0.12231 -0.77744  -0.13
46 O -5.05068 -1.34489 0.94339  0.12
47 C -2.64964 -2.53998 0.46359  -0.36
48 N -1.47809 -3.10975 -0.00176  0.14
49 N -3.44673 -3.08460 1.14549  0.19
50 H -3.36456 -4.08150 1.39443  0.16
51 H -4.36916 -2.77673 1.44336  0.11
52 H 0.34621 -3.75180 -1.19341  0.12
53 H 1.27011 -1.01897 -2.05625  0.07
54 H 1.44330 -2.51075 -2.98946  0.07
55 H 3.55747 -2.56399 0.79640  0.18
56 H 4.36547 -0.07441 1.47186  0.19
57 H 4.31746 -0.52733 -0.54909  0.02

Summary:
Net charge: 0
HOMO, eV: -7.72
Gap between HOMO and LUMO, Eh: 0.3045
Energy above the lowest of the compared OMol25 structures with the same formula, charge and spin, eV: 22.026
Multiplicity: 1
Max |F|, eV Å⁻¹: 19.9